This record from the OMol25 dataset describes a structure of composition C20H21BrF5GeN3O5RuTe. The level of theory is ωB97M-V/def2-TZVPD.

Computed properties:
E_LUMO (alpha / beta) ... 2.22 / 1.37 eV
Frontier orbital gap (alpha / beta) ... 5.919 / 7.269 eV
Net charge ... -1
Spin multiplicity ... 6
Energy relative to the best compared isomer or geometry (same formula, charge and spin) ... 0.5261 eV
Molecular weight ... 859.58 g/mol

Positions of all 58 atoms, in Å:
Ru -0.116 -0.117 -0.204
Br 6.986 -2.869 0.210
C 5.447 -1.810 -0.146
C 5.609 -0.494 -0.550
C 4.461 0.256 -0.782
C 3.201 -0.279 -0.618
O 2.093 0.524 -0.823
C 3.011 -1.643 -0.259
C 1.812 -2.391 -0.145
N 0.529 -2.005 -0.350
C -0.454 -2.956 -0.541
C -0.227 -4.295 -0.824
C -1.299 -5.194 -0.969
C -2.601 -4.797 -0.846
C -2.882 -3.434 -0.583
C -4.190 -2.915 -0.445
C -4.382 -1.588 -0.189
C -3.259 -0.747 -0.077
N -2.040 -1.205 -0.212
C -1.819 -2.523 -0.449
C 4.203 -2.370 -0.005
H 6.591 -0.063 -0.678
H 4.548 1.284 -1.108
H 1.955 -3.420 0.168
H 0.782 -4.653 -0.966
H -1.075 -6.230 -1.191
H -3.418 -5.498 -0.957
H -5.033 -3.588 -0.547
H -5.371 -1.167 -0.083
H -3.368 0.315 0.108
H 4.115 -3.405 0.299
C -2.572 3.735 1.501
Ge -0.776 3.200 0.980
C 0.211 2.668 2.575
C 0.301 4.640 0.206
C 2.233 1.881 -0.718
H -2.520 4.585 2.185
H -3.060 2.908 2.018
H -3.162 4.001 0.629
H 0.566 3.592 3.038
H 1.079 2.061 2.335
H -0.412 2.136 3.292
H 0.058 5.564 0.737
H 0.104 4.782 -0.851
H 1.363 4.440 0.355
H 2.837 2.254 0.097
H 1.457 2.431 -1.227
O 0.546 -0.582 3.717
N 0.245 -0.353 2.568
O -0.937 -0.291 2.163
O 1.144 -0.134 1.684
F -2.028 3.911 -1.400
Te -2.060 2.170 -2.112
F -0.357 2.762 -2.834
F -0.400 -0.142 -2.153
F -3.818 2.211 -1.178
F -2.860 3.040 -3.631
O -0.993 1.812 -0.211

Force components x, y, z for each atom (eV/Å):
Ru -0.3072 -0.0537 0.4758
Br 0.0049 -0.0038 -0.0026
C -0.0038 0.0227 -0.0074
C 0.0086 -0.0281 0.0074
C 0.0005 0.0041 0.0221
C -0.0298 0.0457 0.1089
O 0.3021 -0.1578 -0.2205
C -0.0212 -0.0245 -0.0114
C 0.0798 0.0202 -0.0067
N -0.1524 0.1440 -0.0370
C 0.0521 -0.0279 -0.0326
C -0.0063 0.0556 0.0080
C -0.0089 -0.0024 0.0003
C -0.0039 -0.0219 -0.0016
C -0.0131 -0.0001 0.0015
C 0.0170 0.0086 -0.0008
C -0.0012 -0.0164 -0.0072
C -0.0284 0.0232 -0.0107
N -0.2436 -0.1384 -0.0421
C 0.0578 0.0098 0.0187
C -0.0037 -0.0012 -0.0056
H -0.0004 0.0021 0.0030
H -0.0015 -0.0059 0.0026
H 0.0022 -0.0093 0.0042
H -0.0008 -0.0206 -0.0095
H 0.0058 -0.0009 0.0007
H -0.0014 0.0007 0.0008
H -0.0010 -0.0024 -0.0002
H 0.0043 0.0064 0.0012
H 0.0002 -0.0263 -0.0011
H -0.0004 0.0002 0.0001
C -0.0186 -0.0026 0.0612
Ge -0.0263 -0.0460 -0.1541
C -0.0202 -0.0334 0.0266
C 0.0027 -0.0303 0.0082
C -0.0486 0.0434 -0.1052
H 0.0114 -0.0044 0.0069
H 0.0195 -0.0089 0.0065
H -0.0182 0.0056 0.0220
H -0.0463 0.0179 0.0094
H 0.0634 0.0161 0.0121
H 0.0070 -0.0214 -0.0024
H -0.0055 -0.0014 -0.0125
H -0.0204 -0.0123 -0.0632
H -0.0093 -0.0073 0.0205
H 0.0130 -0.0013 0.0036
H -0.0069 -0.0002 0.0199
O 0.0120 -0.0240 -0.0365
N 0.0222 0.1412 0.0530
O 0.0077 -0.0971 0.0045
O -0.0585 0.0493 -0.1651
F -0.0483 0.1600 -0.0502
Te 0.2459 -0.2604 0.0091
F 0.1621 0.0599 0.0562
F 0.0741 0.1551 -0.1078
F -0.0215 -0.0404 0.0562
F -0.1355 0.0088 -0.0262
O 0.1369 0.1325 0.0891

Here are the natural (NBO) charges for atoms 1 to 4, given in e:
1. Ru 1.48
2. Br 0.02
3. C -0.09
4. C -0.26

***

This record from the OMol25 dataset describes a structure of composition C20H21ClCrN2O2 in a non-equilibrium geometry. The level of theory is ωB97M-V/def2-TZVPD.

Computed properties:
E_LUMO (alpha / beta) ... -0.55 / -1.12 eV
Frontier orbital gap (alpha / beta) ... 5.653 / 6.853 eV
Net charge ... 0
Spin multiplicity ... 5
Molecular weight ... 408.85 g/mol

Positions of all 47 atoms, in Å:
C 3.702 1.003 1.661
C 3.914 1.554 0.304
H 3.069 1.569 2.360
H 4.606 0.476 2.015
H 3.171 0.020 1.524
H 3.142 1.074 -0.348
H 3.839 2.627 0.124
H 4.716 1.012 -0.217
C -1.366 -2.124 1.732
C -2.258 -2.958 2.433
C -3.231 -3.609 1.669
C -3.354 -3.403 0.296
H -0.572 -1.532 2.172
H -2.235 -3.126 3.516
H -3.943 -4.287 2.135
H -4.173 -3.897 -0.218
N -1.476 -1.984 0.390
C -2.468 -2.562 -0.379
C -2.401 -2.171 -1.767
N -1.392 -1.264 -1.995
C -1.083 -0.798 -3.228
C -2.829 -2.144 -4.175
C -1.783 -1.243 -4.359
H -0.272 -0.086 -3.259
H -1.545 -0.913 -5.370
C -3.150 -2.568 -2.885
H -4.009 -3.208 -2.818
H -3.424 -2.508 -5.016
Cr -0.161 -1.186 -0.639
C 1.175 -2.490 -1.095
H 1.247 -2.767 -2.137
H 1.159 -3.367 -0.470
H 2.094 -1.966 -0.843
Cl 3.800 5.206 2.454
C 2.330 4.474 1.952
C 1.847 4.605 0.625
C 0.707 3.914 0.203
C 0.030 3.031 1.054
C 0.423 3.008 2.396
C 1.568 3.677 2.842
C -1.065 2.125 0.546
O -2.229 2.482 0.770
O -0.673 1.060 -0.056
H 2.397 5.230 -0.081
H 0.396 4.055 -0.832
H -0.120 2.401 3.128
H 1.883 3.556 3.886

Force components x, y, z for each atom (eV/Å):
C -0.4276 -2.8354 0.8019
C -1.1131 -1.2190 -2.6485
H 0.8594 -0.0590 -0.1148
H 0.0892 1.4053 0.8292
H -0.3745 0.8349 0.0405
H -0.2917 1.0012 0.3433
H 0.5155 -0.1819 0.2393
H 0.7501 0.9770 0.4732
C -1.4659 -1.1175 0.1411
C 1.0688 0.8414 -0.2724
C -0.5044 -0.1415 -1.0525
C -0.4524 -0.4539 0.5926
H -0.0281 -0.1569 0.2730
H 0.2622 0.3542 -0.5762
H 0.1793 0.1896 0.0212
H 0.2036 0.0759 -0.1027
N -0.8645 -0.6046 0.8565
C 0.0073 0.1205 0.2883
C -0.0552 0.1132 -0.1253
N -0.8717 -0.0172 -1.7002
C -1.3041 -1.0262 -1.0080
C -0.6199 -0.4919 1.2403
C 1.1559 0.8748 0.5128
H 0.0790 0.1005 -0.1737
H 0.1285 0.1540 0.4353
C -0.1820 -0.0817 -0.9922
H -0.1227 -0.3508 0.4439
H 0.2575 0.1833 0.3130
Cr 1.1167 3.9507 1.4573
C 0.9729 -0.3722 -0.0494
H -0.0972 -0.2005 -0.3453
H -0.0961 -0.5597 0.1696
H 0.5921 0.1804 0.0476
Cl 0.2084 0.1693 0.0589
C -1.9879 -1.1683 -0.6303
C 0.3768 0.0795 0.8081
C 0.5024 -0.1061 0.1282
C 0.6636 0.5187 0.1542
C 0.4014 -0.2201 0.0577
C 0.3855 0.5511 -0.3197
C -1.1824 0.4148 0.3860
O 0.9010 -0.6187 -0.3453
O 0.5397 -1.0721 -0.2597
H -0.1893 -0.1301 0.2310
H -0.0147 -0.2214 0.2171
H 0.1107 0.1468 -0.3780
H -0.0822 0.1695 -0.4669

Here are the natural (NBO) charges for atoms 1 to 4, given in e:
1. C -0.63
2. C -0.63
3. H 0.23
4. H 0.21

***

This record from the OMol25 dataset describes a structure of composition C20H21ClFeN4O5S2Se. The level of theory is ωB97M-V/def2-TZVPD.

Computed properties:
E_LUMO ... 4.37 eV
Frontier orbital gap ... 4.720 eV
Net charge ... -2
Energy relative to the best compared isomer or geometry (same formula, charge and spin) ... 0.0000 eV
Molecular weight ... 631.80 g/mol

Positions of all 55 atoms, in Å:
Fe 0.390 -0.004 0.539
C 2.087 1.082 4.646
C 1.655 1.123 3.197
S 1.966 -0.333 2.261
C 1.064 2.223 2.700
C 0.809 3.436 3.566
S 0.468 2.321 1.041
H 2.641 0.165 4.843
H 1.220 1.101 5.318
H 2.722 1.934 4.915
H 1.697 3.736 4.132
H 0.010 3.247 4.295
H 0.495 4.279 2.950
N -1.041 0.404 -0.892
N -1.265 -0.730 -1.713
C -0.866 -1.971 -1.130
O -1.344 -2.994 -1.638
O -0.052 -1.891 -0.165
H -1.855 0.591 -0.290
H -0.836 1.209 -1.472
H -2.210 -0.796 -2.066
Se 2.232 1.815 -1.373
N 1.847 0.199 -0.733
C 2.752 -0.655 -1.190
C 2.814 -2.038 -0.838
C 3.802 -2.794 -1.378
C 4.765 -2.237 -2.280
C 4.741 -0.928 -2.633
C 3.718 -0.084 -2.095
N 3.580 1.203 -2.367
H 2.061 -2.431 -0.169
H 3.870 -3.845 -1.127
H 5.534 -2.886 -2.686
H 5.469 -0.499 -3.312
C -6.932 -2.288 2.212
C -5.889 -2.709 1.217
C -6.219 -3.429 0.081
C -5.237 -3.785 -0.831
Cl -5.704 -4.684 -2.267
C -3.918 -3.429 -0.637
C -3.572 -2.722 0.507
C -4.547 -2.363 1.433
O -4.304 -1.679 2.575
C -2.948 -1.333 2.830
C -2.325 -0.393 1.787
O -3.076 0.151 0.957
O -1.078 -0.357 1.888
H -7.934 -2.456 1.814
H -6.819 -1.233 2.462
H -6.833 -2.845 3.148
H -7.251 -3.703 -0.104
H -3.148 -3.650 -1.365
H -2.536 -2.431 0.628
H -2.331 -2.232 2.887
H -2.936 -0.843 3.803

Force components x, y, z for each atom (eV/Å):
Fe -0.2810 0.4833 -0.3203
C 0.0191 0.0081 0.0070
C 0.1010 -0.0167 -0.0902
S -0.1756 -0.1289 0.0328
C 0.0606 0.0868 0.0386
C 0.0036 -0.0109 -0.0235
S -0.0394 -0.3403 0.0128
H 0.0033 0.0002 -0.0008
H -0.0002 -0.0014 -0.0043
H -0.0031 0.0001 -0.0057
H -0.0023 0.0020 0.0015
H -0.0023 0.0076 0.0005
H 0.0055 0.0040 0.0002
N 0.0508 -0.0634 0.2350
N 0.0484 -0.0461 0.0092
C 0.1794 0.1920 -0.0610
O 0.4482 0.0985 -0.1642
O 0.1449 -0.0804 0.1408
H -0.0786 0.0375 -0.0620
H 0.0874 -0.0433 -0.0322
H -0.0474 -0.0120 0.0038
Se -0.0283 0.2589 0.0946
N 0.1657 -0.1526 0.0539
C -0.1344 0.0274 -0.1268
C 0.0366 -0.0135 0.0135
C -0.0042 0.0067 -0.0034
C 0.0209 -0.0148 -0.0138
C 0.0004 -0.0016 0.0159
C 0.0386 0.0238 -0.0317
N 0.0446 -0.1081 -0.0212
H 0.0163 -0.0065 -0.0105
H 0.0005 0.0022 0.0097
H -0.0022 0.0010 -0.0028
H -0.0006 0.0037 0.0013
C 0.0103 -0.0081 0.0014
C 0.0370 -0.0122 0.0213
C -0.0368 -0.0064 -0.0592
C -0.0505 0.1007 0.1645
Cl -0.0176 -0.0164 -0.0262
C -0.3006 -0.1686 -0.0468
C -0.0688 -0.0626 -0.0287
C -0.0672 -0.0922 -0.1444
O 0.0216 0.0359 0.1111
C -0.0565 0.0677 0.0651
C 0.0254 -0.1458 -0.0634
O 0.0196 0.1925 0.0760
O -0.0176 0.1081 0.0562
H -0.0040 -0.0123 0.0063
H -0.0187 0.0132 -0.0059
H 0.0047 0.0131 0.0130
H -0.0188 -0.0016 0.0079
H -0.0489 -0.0372 0.1133
H -0.0804 -0.1679 0.0393
H 0.0300 0.0023 -0.0051
H -0.0383 -0.0053 0.0077

Here are the natural (NBO) charges for atoms 1 to 4, given in e:
1. Fe 0.77
2. C -0.64
3. C -0.18
4. S -0.35

***

This record from the OMol25 dataset describes an isolated molecule of C20H21ClN2O3. The level of theory is ωB97M-V/def2-TZVPD.

Computed properties:
SMILES ... O=C(COc1ccccc1Cl)Nc1ccccc1C(=O)N1CCCCC1
E_LUMO ... 0.66 eV
Frontier orbital gap ... 9.186 eV
Net charge ... 0
Energy relative to the best compared isomer or geometry (same formula, charge and spin) ... 0.5247 eV
Molecular weight ... 372.85 g/mol

Positions of all 47 atoms, in Å:
O 4.113 -0.056 -1.856
C 2.915 -0.241 -1.865
C 2.217 -0.740 -3.141
O 0.830 -0.935 -3.034
C 0.347 -2.051 -2.406
C 1.117 -3.070 -1.863
C 0.507 -4.155 -1.257
C -0.870 -4.237 -1.178
C -1.652 -3.221 -1.700
C -1.044 -2.141 -2.305
Cl -1.998 -0.852 -2.937
N 2.056 -0.008 -0.849
C 2.303 0.475 0.434
C 3.568 0.876 0.852
C 3.755 1.347 2.138
C 2.692 1.421 3.022
C 1.429 1.041 2.608
C 1.212 0.584 1.314
C -0.130 0.090 0.886
O -0.250 -1.014 0.358
N -1.200 0.878 1.098
C -1.155 2.277 1.464
C -2.155 3.053 0.609
C -3.590 2.604 0.915
C -3.609 1.143 1.377
C -2.500 0.353 0.702
H 2.339 0.044 -3.896
H 2.737 -1.634 -3.505
H 2.194 -3.015 -1.888
H 1.122 -4.935 -0.835
H -1.340 -5.081 -0.698
H -2.728 -3.255 -1.632
H 1.100 -0.327 -0.981
H 4.394 0.802 0.165
H 4.743 1.649 2.453
H 2.846 1.772 4.032
H 0.601 1.077 3.300
H -1.405 2.404 2.525
H -0.144 2.657 1.305
H -1.921 2.874 -0.441
H -2.040 4.121 0.797
H -4.023 3.235 1.693
H -4.201 2.720 0.020
H -4.570 0.685 1.142
H -3.474 1.086 2.459
H -2.529 -0.702 0.986
H -2.607 0.401 -0.389

Force components x, y, z for each atom (eV/Å):
O 0.2069 -0.0058 -0.0878
C -0.3145 -0.0935 -0.2588
C 0.4281 0.0177 -0.1485
O -0.2423 -0.1102 0.1904
C -0.2035 -0.2168 -0.1072
C 0.1202 0.2452 -0.1670
C -0.0398 -0.0355 0.0449
C -0.0114 -0.0632 0.0614
C 0.1357 0.0654 -0.0415
C 0.2240 -0.0405 -0.0842
Cl -0.2386 0.1832 -0.1051
N -0.5164 -0.0670 -0.0066
C 0.0718 0.1515 0.2738
C 0.1537 -0.0265 -0.1192
C -0.1585 -0.0135 0.0564
C 0.0335 0.0456 0.1370
C 0.0536 -0.0578 -0.1645
C 0.3021 -0.0955 0.0677
C -0.0021 -0.0345 0.0527
O 0.0543 -0.0221 -0.0198
N -0.1067 -0.0733 0.0311
C 0.1321 0.5724 -0.0202
C 0.0205 -0.0046 0.1648
C 0.0061 -0.0127 0.0310
C 0.0578 0.0471 -0.1389
C -0.3039 -0.4071 0.0312
H 0.0484 -0.1344 0.1537
H -0.0404 0.1050 0.0954
H 0.1119 0.0132 -0.0269
H 0.0537 -0.0653 0.0330
H -0.0394 -0.0840 0.0423
H -0.0974 0.0245 -0.0216
H 0.2412 0.0082 -0.0705
H 0.0113 0.0005 -0.0270
H 0.0889 0.0220 0.0137
H 0.0119 0.0213 0.0892
H -0.1029 0.0353 0.0484
H 0.0865 0.0520 -0.0290
H -0.1658 -0.0405 0.0854
H 0.0566 0.0403 -0.0309
H 0.0459 0.0126 -0.0549
H -0.0459 0.0458 -0.0410
H -0.0638 0.0348 0.0179
H 0.0053 -0.0495 0.0683
H -0.0456 -0.0426 0.0390
H -0.0391 0.1304 -0.1167
H 0.0160 -0.0777 0.0592

Here are the natural (NBO) charges for atoms 1 to 4, given in e:
1. O -0.61
2. C 0.66
3. C -0.16
4. O -0.50